No. 1
Computed, not measured: a molecular structure, C31H29F3N2O4S3 at a distorted geometry, with ωB97M-V with the def2-TZVPD basis set.

Element x y z (Å)
C 4.7406 0.7737 -2.6174
C 3.9731 0.1879 -3.6417
C 2.6656 -0.2138 -3.4346
C 2.0779 0.1032 -2.2186
C 0.6251 -0.2632 -1.9508
C -0.0879 0.9632 -1.4237
N -1.4097 1.0775 -1.3585
C -2.3371 -0.0046 -1.5820
C -3.7446 0.6206 -1.5903
C -3.5796 2.0973 -1.2432
C -2.0843 2.3051 -0.9297
C 0.6213 2.2779 -1.2726
C 0.7357 2.9424 -0.0361
C 1.4563 4.1328 0.0695
C 1.9631 4.7584 -1.0724
C 1.7980 4.1557 -2.3217
C 1.1375 2.9331 -2.4206
C 2.8225 0.6668 -1.1918
C 4.1532 1.0273 -1.3728
H 5.7893 1.0522 -2.7960
H 4.4044 0.0359 -4.6246
H 2.1083 -0.7466 -4.2040
H -0.1297 -0.6521 -2.8000
H -2.1455 -0.5142 -2.5344
H -2.2392 -0.7508 -0.7798
H -4.2086 0.4963 -2.5711
H -4.3658 0.1031 -0.8533
H -3.8780 2.7411 -2.0770
H -4.1695 2.3842 -0.3771
H -1.9567 2.4504 0.1595
H -1.7052 3.2090 -1.4278
H 0.2762 2.4927 0.8527
H 1.6385 4.5477 1.0695
H 2.4863 5.7122 -0.9788
H 2.2183 4.6305 -3.2114
H 1.0272 2.4657 -3.4059
H 2.3738 0.8731 -0.2240
H 4.7277 1.5069 -0.5760
F -1.2471 -2.8815 -1.0715
C -0.6042 -3.1931 -2.2341
F -0.2723 -4.4931 -2.1987
F -1.4360 -2.9787 -3.3004
S 0.7552 -1.9667 -2.2118
N -0.8892 0.3206 2.1197
S 0.4303 0.4096 3.1038
C 1.4633 -0.8581 2.3955
C 2.5305 -1.3685 3.1617
C 3.5087 -2.1608 2.5758
C 3.4821 -2.4002 1.2011
C 2.3934 -1.9301 0.4663
C 1.3349 -1.2207 1.0547
O 1.1113 1.6587 2.9871
O 0.1755 -0.1480 4.4412
S -2.4205 0.3771 2.7572
C -2.8838 -1.3380 2.9268
C -3.6411 -1.9576 1.9223
C -3.9484 -3.3129 2.0466
C -3.5659 -4.0371 3.1842
C -2.8445 -3.3804 4.1899
C -2.4989 -2.0297 4.0722
O -2.5728 0.9263 4.0749
O -3.2909 0.8824 1.7084
H 2.4918 -1.1896 4.2405
H 4.3400 -2.5235 3.1924
H 4.2369 -3.0325 0.7468
H 2.3990 -2.1594 -0.5981
H 0.4921 -0.8668 0.4878
H -3.9835 -1.3724 1.0593
H -4.5109 -3.8024 1.2507
H -3.8427 -5.0976 3.2835
H -2.5528 -3.9244 5.0904
H -1.9181 -1.5296 4.8424

Computed properties:
Highest occupied orbital energy   -8.36 eV
Multiplicity   1
Electronic energy   -84439.9175 eV
E_LUMO   -1.11 eV
HOMO-LUMO gap   0.2663 Eh

Results of the Mulliken charge analysis, in e, for atoms 1 through 6:
1. C -0.58
2. C -1.02
3. C -0.20
4. C -1.51
5. C 0.92
6. C 1.62

---

No. 2
Computed, not measured: a molecular structure, C30H38F5N4O2STe2Ti at a distorted geometry, with ωB97M-V with the def2-TZVPD basis set.

Element x y z (Å)
Ti -1.3600 0.9884 0.0539
N -2.0507 2.3230 1.7194
C -1.4828 2.6844 3.0771
C 0.0112 2.3287 2.8705
C 0.7848 2.6860 1.6696
N 0.6351 1.7826 0.5529
H -2.1407 3.1716 1.1522
H -3.0278 2.0358 1.8582
H -1.7392 1.8954 3.8030
H -1.8902 3.6391 3.3749
H -0.0935 1.2667 2.9262
H 0.4792 2.7944 3.7608
H 1.8020 2.5496 2.0051
H 0.5828 3.7232 1.3528
H 1.4823 1.2051 0.3822
H 0.6912 2.3592 -0.2883
C -1.3059 -2.9993 -4.6299
C -2.4685 -3.4534 -3.7471
C -2.2144 -3.7761 -2.4171
C -3.2640 -3.9635 -1.5412
C -4.5465 -3.9764 -2.0336
C -4.8496 -3.6761 -3.3363
C -3.7572 -3.4680 -4.1776
S -5.9246 -4.2477 -0.8262
C -5.6848 -2.8381 0.2432
O -7.2618 -4.0085 -1.4451
H -0.8108 -2.1510 -4.1835
H -1.6441 -2.7745 -5.6540
H -0.4775 -3.7305 -4.6717
H -1.2272 -3.5543 -1.9817
H -3.0130 -4.1267 -0.4892
H -5.8667 -3.4872 -3.6262
H -3.9228 -3.1273 -5.2083
H -5.6938 -1.9241 -0.3954
H -4.7065 -2.9408 0.7059
H -6.4920 -2.8823 0.9866
N -0.1759 -0.6621 -0.7773
C 0.5297 -1.5826 -0.7194
F -2.8116 5.2406 -1.2701
Te -1.2909 4.0403 -1.8438
F -0.4448 5.8820 -2.2250
F -0.5220 4.3953 -0.1065
F 0.4751 3.1557 -1.8833
F -2.9421 -0.1786 0.6562
O -2.1085 2.3299 -0.9943
Te 4.1013 3.0362 -1.3348
C 4.7786 1.3866 -0.2090
C 4.1133 0.1343 -0.3035
C 4.3138 -0.9032 0.5619
C 5.2826 -0.7630 1.5440
C 5.9764 0.4197 1.6615
C 5.7272 1.5215 0.8450
C 4.5251 2.1665 -3.2146
C 5.4910 1.1961 -3.3829
C 5.7631 0.6851 -4.6537
C 5.0099 1.1279 -5.7407
C 3.9759 2.0891 -5.5511
C 3.7801 2.6378 -4.2959
H 3.2928 -0.0100 -1.0114
H 3.7559 -1.8402 0.5286
H 5.4689 -1.5944 2.2301
H 6.7644 0.5057 2.4313
H 6.2567 2.4743 0.8990
H 6.1149 0.8283 -2.5374
H 6.5168 -0.0902 -4.7663
H 5.0659 0.6405 -6.7246
H 3.3679 2.3495 -6.4048
H 2.9752 3.3076 -4.0620
C -3.8577 -0.6871 4.2095
C -2.4587 -0.7813 4.7478
C -2.0218 -1.0430 6.0832
C -0.6655 -1.1505 5.9757
C -0.2847 -0.9071 4.6521
C 1.0572 -1.0733 3.9875
N -1.3649 -0.6499 3.8535
H -4.5851 -1.3136 4.6985
H -3.8669 -0.8818 3.1448
H -4.3029 0.2622 4.1581
H -2.6326 -1.1402 6.9260
H -0.0296 -1.3298 6.8655
H 1.7431 -1.3443 4.8110
H 1.5428 -0.2608 3.4249
H 1.0488 -1.9530 3.2749

Computed properties:
Highest occupied orbital energy (spin up / spin down)   -5.17 / -5.82 eV
Multiplicity   3
Electronic energy   -103909.4363 eV
⟨S²⟩   2.015
E_LUMO (spin up / spin down)   2.08 / -0.01 eV
HOMO-LUMO gap (spin up / spin down)   0.2662 / 0.2133 Eh
Total charge   -1

Results of the Mulliken charge analysis, in e, for atoms 1 through 6:
1. Ti 1.02
2. N -0.14
3. C -0.80
4. C -0.06
5. C -0.59
6. N 0.45

---

- The lowest electronic energy belongs to which entry?
  C30H38F5N4O2STe2Ti

---

- Which formula does entry 1 have?
  C31H29F3N2O4S3

---

- Look up the electronic energy of the second one.
  -103909.4363 eV